(1)
The following is a DFT calculation (ωB97M-V/def2-TZVPD) of C23H20ClFPPd as an isolated structure in a non-equilibrium geometry.

Summary:
LUMO level (spin up / spin down): -2.4 / -8.1 eV
Total energy: -52170.1824 eV
Spin multiplicity: 5
⟨S²⟩: 6.019
Net charge: +1

```
47
Properties=species:S:1:pos:R:3:forces:R:3
Pd 2.113537 -1.789916 3.088240 -0.98 -10.70 -8.38
Cl -0.052828 -1.394254 1.102910 0.97 -3.22 4.15
P -0.438335 -0.220835 -0.463839 -0.62 3.19 -4.37
F 2.212859 -3.538767 2.142540 -0.14 1.16 0.42
C 3.470096 -0.759856 4.159698 1.97 1.54 1.71
C -2.642101 0.653171 0.995769 -0.05 0.12 -0.17
C 2.765795 0.082276 3.255183 0.82 2.83 0.17
C 1.229153 -0.912340 4.652998 -1.48 1.42 2.34
C 2.757202 2.234696 -0.957696 -0.02 0.01 -0.22
C -1.718692 2.251635 -0.591957 -0.18 0.05 0.14
C 2.520260 -1.373327 5.023817 0.73 0.79 2.84
C -1.666208 0.988649 0.038406 0.07 0.15 0.04
C -0.850432 -3.455720 -2.896647 -0.11 0.17 -0.04
C 1.788834 1.420679 -0.371019 0.11 -0.06 -0.19
C 0.970575 0.611569 -1.181998 -0.79 0.20 -0.31
C 1.376145 -0.017859 3.556120 -1.03 3.26 1.10
C -2.770623 3.127305 -0.315824 0.24 -0.23 0.08
C -2.726157 -1.992780 -3.369735 0.10 0.03 0.15
C 2.906127 2.269453 -2.350201 0.04 0.07 0.33
C -2.008373 -3.165402 -3.628231 0.17 0.12 0.19
C -1.109553 -1.377397 -1.671100 -0.17 -0.17 0.03
C -0.407471 -2.573607 -1.911644 -0.19 0.12 -0.16
C -3.767249 2.764443 0.596522 0.07 -0.23 0.06
C -2.286516 -1.097510 -2.390750 0.18 -0.21 0.01
C 1.151161 0.618726 -2.582954 0.48 0.08 -0.12
C -3.692051 1.534377 1.259830 0.06 0.14 -0.12
C 2.107492 1.455080 -3.159075 -0.20 -0.37 0.21
H -2.812831 4.093912 -0.820550 0.01 -0.30 0.15
H 0.572950 0.500828 3.050213 0.12 -0.11 0.05
H 3.641018 2.935522 -2.804949 -0.19 -0.23 0.17
H 4.543585 -0.918904 4.178478 -0.22 -0.02 -0.06
H -2.850230 -0.185548 -2.184495 0.19 -0.24 -0.09
H 3.201842 0.655680 2.445161 -0.05 -0.06 0.15
H -3.633373 -1.769528 -3.934509 0.29 -0.08 0.18
H 0.289283 -1.209596 5.109736 0.22 0.04 -0.14
H -0.938146 2.545684 -1.297056 -0.27 -0.16 0.14
H 2.745134 -2.074966 5.822784 -0.08 0.09 -0.27
H -2.577108 -0.297342 1.525386 -0.13 0.19 -0.17
H 1.649518 1.414831 0.710939 -0.01 0.08 -0.20
H 2.222327 1.472725 -4.244004 -0.03 0.01 0.33
H -4.460011 1.257497 1.983603 0.23 0.09 -0.20
H 0.535600 -0.021639 -3.217834 0.12 0.26 0.21
H 0.481322 -2.813041 -1.326785 -0.19 0.06 -0.18
H -4.600557 3.441329 0.792134 0.26 -0.21 -0.04
H -0.286353 -4.368743 -3.093165 -0.21 0.25 0.06
H -2.349888 -3.858360 -4.397843 0.08 0.21 0.22
H 3.393267 2.857169 -0.326607 -0.18 -0.13 -0.20
```
Positions in Å, forces in eV/Å.

These are the Mulliken partial charges, in e, on atoms 1 to 2:
1. Pd 1.10
2. Cl -0.26

---

(2)
The following is a DFT calculation (ωB97M-V/def2-TZVPD) of C23H20ClN6O9PRhS2 as an isolated structure in a non-equilibrium geometry.

Summary:
LUMO level: 1.9 eV
Total energy: -98039.6104 eV
Spin multiplicity: 1
Net charge: -1

```
63
Properties=species:S:1:pos:R:3:forces:R:3
Rh 0.927454 -0.150252 -0.863001 0.22 -0.81 -1.18
Cl -4.404459 -0.945089 1.957415 -0.01 0.08 -0.02
S 2.964783 0.449398 -1.916153 -0.95 -0.03 0.03
S 2.648132 -0.066481 0.791650 -0.87 0.36 0.24
P 1.393636 -2.436034 -1.149581 0.48 0.63 0.61
O -4.702744 -0.591191 -2.612987 -0.32 -0.03 0.20
O -0.282964 -0.340767 -2.587665 0.15 0.36 0.07
O -1.313840 1.698599 0.690301 0.16 -0.02 -0.14
O 0.733841 -3.300532 -2.303728 -0.65 0.34 -0.39
O -2.344278 -0.327516 -3.407032 0.13 0.01 -0.14
O -5.741011 -0.905538 -0.686516 0.02 0.00 0.03
O 1.739348 2.906653 -2.550729 0.25 -0.24 -0.26
O 1.084049 -3.369374 0.095832 -0.34 0.12 0.29
O 2.901207 -2.834284 -1.416533 0.38 0.34 -0.27
N -1.885535 -0.867191 1.030268 0.19 -0.22 0.06
N -1.247503 3.774486 -0.069942 -0.07 0.33 -0.14
N 5.218095 2.115367 2.397070 -0.01 -0.01 0.01
N 5.740047 3.145133 -1.864030 0.05 -0.01 -0.07
N 0.301633 2.133421 -0.907909 -0.29 0.00 0.31
N -1.182290 -0.729029 -0.121587 0.36 -0.10 0.73
C 3.587009 -2.493651 -2.641710 -0.11 -0.42 0.02
C 0.399601 -0.036702 3.845873 -0.01 -0.06 0.08
C -1.762082 -1.698590 3.332548 0.04 -0.18 -0.01
C 3.525200 0.850746 -0.368783 0.42 -0.18 0.02
C -0.745755 4.748965 -0.897481 -0.30 -0.09 0.31
C 4.903772 1.952618 1.300360 -0.05 -0.03 -0.42
C 4.517596 1.741704 -0.067124 0.45 0.43 0.20
C -2.326771 4.048614 0.868180 0.08 -0.02 -0.13
C -3.385890 -0.737303 -0.608832 -0.20 -0.07 -0.19
C -1.190968 -1.664879 4.596627 -0.03 -0.04 0.00
C -0.685377 -3.450533 -2.519683 0.30 -0.21 0.18
C 1.128412 -2.957907 1.470001 0.08 -0.38 -0.07
C -1.268884 -0.868801 2.334475 -0.04 0.01 -0.18
C -3.214058 -0.871607 0.748715 0.16 0.15 0.23
C -0.181500 -0.048879 2.587826 -0.12 0.13 0.05
C 0.836814 3.116237 -1.770942 -0.61 0.04 0.30
C -1.539827 -0.398519 -2.468157 0.11 0.11 -0.18
C 0.243597 4.471675 -1.733920 0.34 -0.38 -0.05
C -0.753877 2.471339 -0.092112 0.45 0.01 0.04
C -2.063083 -0.642680 -1.092839 -0.11 0.18 -0.03
C 5.182762 2.513285 -1.079536 -0.17 -0.26 0.38
C -0.116373 -0.829265 4.862762 0.06 0.05 -0.06
C -4.716344 -0.746967 -1.306413 0.07 0.01 0.01
H 0.663421 5.206249 -2.401918 0.02 -0.01 0.00
H -1.153657 -3.899020 -1.643104 0.04 0.00 0.04
H 0.219311 -3.302241 1.954258 -0.05 -0.07 -0.02
H -1.202922 5.728045 -0.820850 -0.03 -0.05 0.03
H 1.193587 -1.888271 1.563497 -0.02 0.22 0.01
H 3.908805 -3.427467 -3.100358 -0.03 -0.06 0.03
H 4.441056 -1.875966 -2.402029 0.08 0.05 0.08
H 0.180442 0.602638 1.818031 0.06 0.10 -0.14
H 1.253765 0.607771 4.021906 -0.06 -0.04 -0.02
H -2.578037 -2.376506 3.134302 0.02 -0.01 -0.01
H 0.315725 -0.793724 5.855105 0.01 -0.04 -0.03
H -1.150168 -2.507898 -2.755801 0.02 0.00 -0.11
H -2.014844 3.824141 1.887061 0.02 0.02 0.00
H 2.945035 -1.959715 -3.338654 -0.05 0.00 0.02
H -1.591931 -2.302916 5.374832 0.01 0.01 -0.03
H -2.593090 5.101172 0.788102 0.01 0.00 -0.01
H -3.764744 -0.467327 -2.961039 0.20 0.03 -0.20
H -0.790925 -4.115885 -3.369775 0.04 -0.08 -0.02
H -3.198389 3.432054 0.648703 0.01 0.02 -0.02
H 1.995985 -3.413813 1.942754 0.04 -0.01 -0.04
```
Positions in Å, forces in eV/Å.

These are the Mulliken partial charges, in e, on atoms 1 to 2:
1. Rh 1.27
2. Cl -0.15

---

What are the energy relative to the best compared isomer or geometry (same formula, charge and spin) values for these records? In order: 46.4, 0.0 kcal/mol.